Entry i
The following is a DFT calculation (the ωB97M-V functional and the def2-TZVPD basis) of an isolated molecule of C3H4ClF.

Structure (XYZ):
```
9
Properties=species:S:1:pos:R:3:lowdin_charge:R:1
F 1.736 -1.099 0.044 0.050
C 0.554 -0.631 -0.253 -0.421
C 0.269 0.984 -0.251 -0.067
C -0.586 -0.025 0.573 -0.691
Cl -2.095 -0.651 -0.108 0.582
H -0.169 -1.434 -1.014 0.156
H -0.157 1.737 -0.994 0.114
H 1.334 0.978 0.261 0.139
H -0.885 0.142 1.741 0.138
```

As for the spin multiplicity: 1. The molar mass comes out at 94.516 g mol⁻¹. The calculation puts the HOMO-LUMO gap at 0.409 hartree. As for the charge: 0. The value obtained for the LUMO energy is 1.10 eV. As for the SMILES: F[C@@H]1C[C@H]1Cl. The HOMO energy is -10.04 eV.

Entry ii
The following is a DFT calculation (the ωB97M-V functional and the def2-TZVPD basis) of an isolated molecule of C3H4ClF.

Structure (XYZ):
```
9
Properties=species:S:1:pos:R:3:lowdin_charge:R:1
F -1.407 -1.384 -0.086 -0.004
C -0.385 -0.672 0.480 -0.258
C -0.277 0.843 0.002 -0.088
C 0.608 -0.173 -0.499 -0.746
Cl 2.197 -0.136 0.057 0.694
H -0.303 -0.812 1.530 0.136
H -1.038 1.147 -0.728 0.123
H -0.070 1.493 0.754 0.066
H 0.677 -0.307 -1.509 0.077
```

As for the spin multiplicity: 1. The molar mass comes out at 94.516 g mol⁻¹. The calculation puts the HOMO-LUMO gap at 0.410 hartree. As for the charge: 0. The value obtained for the LUMO energy is 1.13 eV. As for the SMILES: F[C@@H]1C[C@H]1Cl. The HOMO energy is -10.04 eV.

Entry iii
The following is a DFT calculation (the ωB97M-V functional and the def2-TZVPD basis) of a 2-piece molecular cluster, C3H4ClF overall.

Structure (XYZ):
```
9
Properties=species:S:1:pos:R:3:lowdin_charge:R:1
C 1.077 -0.072 1.086 -0.057
C 1.093 0.697 -0.039 -0.038
C -2.603 -0.264 -1.543 -0.520
F -1.597 -1.065 -1.904 -0.107
Cl -2.774 -0.316 0.125 0.637
H 1.882 0.040 1.777 0.025
H 0.485 -0.949 1.439 0.051
H 0.558 0.607 -0.919 0.010
H 1.879 1.322 -0.022 -0.001
```

As for the spin multiplicity: 1. The molar mass comes out at 94.516 g mol⁻¹. The calculation puts the HOMO-LUMO gap at 0.351 hartree. As for the charge: 0. The value obtained for the LUMO energy is -0.59 eV. The HOMO energy is -10.13 eV.

Which of them is most stable? Easy: entry ii.

Entry i
The following is a DFT calculation (the ωB97M-V functional and the def2-TZVPD basis) of a 2-piece molecular cluster, C6H13NO3 overall.

Structure (XYZ):
```
23
Properties=species:S:1:pos:R:3:lowdin_charge:R:1
C -0.560 -1.989 -1.393 -0.035
C -0.569 -0.540 -0.968 -0.361
C -1.868 -0.027 -0.411 -0.018
N 0.132 0.297 -1.746 -0.077
O 0.204 1.536 -1.525 -0.086
H 0.441 -2.301 -1.685 0.080
H -0.898 -2.611 -0.566 0.087
H -1.235 -2.158 -2.235 0.088
H -2.703 -0.322 -1.050 0.091
H -2.041 -0.449 0.578 0.086
H -1.854 1.057 -0.346 0.070
H 0.943 -0.116 -2.230 0.180
C 0.296 1.981 1.511 -0.115
C 1.456 1.149 1.016 -0.103
C 1.081 -0.499 0.623 -0.519
O 1.963 -1.131 0.077 0.042
O 0.371 -1.029 1.655 0.064
H -0.320 1.426 2.216 0.073
H 0.681 2.866 2.022 0.074
H -0.307 2.325 0.674 0.050
H 2.037 1.610 0.223 0.097
H 2.136 0.893 1.828 0.103
H 0.615 -1.965 1.735 0.129
```

As for the spin multiplicity: 1. The molar mass comes out at 147.174 g mol⁻¹. The calculation puts the HOMO-LUMO gap (alpha / beta) at 0.309 / 0.309 hartree. As for the charge: 0. The value obtained for the LUMO energy (alpha / beta) is -0.14 / -0.13 eV. As for the SMILES: CC(C)=[NH+][O-].CCC(=O)O. The HOMO energy (alpha / beta) is -8.54 / -8.54 eV.

Entry ii
The following is a DFT calculation (the ωB97M-V functional and the def2-TZVPD basis) of C6H13NO3 as an isolated structure.

Structure (XYZ):
```
23
Properties=species:S:1:pos:R:3:lowdin_charge:R:1
C -1.232 -0.185 0.421 -0.446
C -0.599 -0.970 -0.743 -0.180
C 0.839 -1.357 -0.347 -0.218
C 1.988 -0.283 -0.314 -0.166
C 1.967 0.969 0.833 -0.195
C -2.270 0.722 -0.101 -0.479
H -1.787 -2.136 0.382 0.167
H -3.140 -0.597 0.948 0.187
H -0.456 0.351 0.917 0.102
H -0.949 -0.380 -1.869 0.213
H -1.209 -1.958 -0.802 0.093
H 1.181 -1.712 0.638 0.124
H 0.944 -2.069 -1.159 0.100
H 2.945 -0.822 -0.245 0.092
H 2.072 0.045 -1.418 0.123
H 2.923 1.433 0.440 0.094
H 1.903 0.774 1.923 0.114
H 1.707 3.209 0.188 0.350
H -0.585 1.576 -0.684 0.152
N -1.971 -1.150 1.285 -0.029
O 0.905 1.905 0.349 -0.283
O -1.673 1.806 -0.715 0.022
O -3.502 0.827 0.074 0.065
```

As for the spin multiplicity: 1. The molar mass comes out at 147.174 g mol⁻¹. The calculation puts the HOMO-LUMO gap at 0.280 hartree. As for the charge: 0. The value obtained for the LUMO energy is -1.54 eV. The HOMO energy is -9.15 eV.

Entry iii
The following is a DFT calculation (the ωB97M-V functional and the def2-TZVPD basis) of an isolated molecule of C6H13NO3.

Structure (XYZ):
```
23
Properties=species:S:1:pos:R:3:lowdin_charge:R:1
C -1.870 1.143 0.606 -0.073
C -1.264 0.303 -0.482 -0.455
C -2.308 -0.319 -1.380 -0.084
C -0.346 -0.842 0.027 -0.138
C 0.886 -0.317 0.753 -0.373
C 1.847 -1.425 1.093 -0.057
O 1.401 0.601 -0.267 -0.135
O 2.832 0.778 -0.092 -0.114
N 3.065 2.190 -0.605 0.047
O 4.054 2.127 -1.196 0.087
H -2.462 0.521 1.289 0.089
H -1.107 1.684 1.178 0.077
H -2.531 1.874 0.139 0.079
H -0.568 0.900 -1.068 0.124
H -2.957 -0.977 -0.792 0.084
H -2.909 0.470 -1.834 0.077
H -1.836 -0.902 -2.175 0.080
H -0.907 -1.661 0.512 0.135
H 0.075 -1.318 -0.890 0.130
H 0.685 0.326 1.639 0.149
H 1.372 -2.112 1.809 0.091
H 2.086 -2.010 0.181 0.099
H 2.764 -1.035 1.556 0.080
```

As for the spin multiplicity: 1. The molar mass comes out at 147.174 g mol⁻¹. The calculation puts the HOMO-LUMO gap (alpha / beta) at 0.357 / 0.357 hartree. As for the charge: 0. The value obtained for the LUMO energy (alpha / beta) is -0.25 / -0.25 eV. As for the SMILES: CC(C)C[C@@H](C)OON=O. The HOMO energy (alpha / beta) is -9.97 / -9.97 eV.

Entry iv
The following is a DFT calculation (the ωB97M-V functional and the def2-TZVPD basis) of an isolated molecule of C6H13NO3.

Structure (XYZ):
```
23
Properties=species:S:1:pos:R:3:lowdin_charge:R:1
C -1.357 0.772 1.733 -0.112
N -1.178 0.963 0.312 -0.100
C -0.712 -0.112 -0.549 -0.326
C -1.280 -1.502 -0.286 -0.051
C 0.851 -0.072 -0.570 -0.451
C 1.555 -1.026 0.380 -0.003
O 1.201 -0.325 -1.925 -0.005
C 1.214 1.393 -0.244 -0.431
O 1.641 1.802 0.808 0.115
O 1.025 2.275 -1.319 0.082
H -0.382 0.613 2.213 0.074
H -1.794 1.682 2.166 0.089
H -2.000 -0.086 1.997 0.073
H -1.800 1.645 -0.205 0.155
H -1.004 0.179 -1.569 0.151
H -1.045 -1.865 0.723 0.075
H -2.374 -1.473 -0.388 0.088
H -0.882 -2.222 -1.013 0.088
H 1.224 -0.870 1.413 0.092
H 1.336 -2.061 0.093 0.090
H 2.641 -0.868 0.338 0.100
H 2.130 -0.571 -1.985 0.112
H 0.992 1.729 -2.123 0.096
```

As for the spin multiplicity: 1. The molar mass comes out at 147.174 g mol⁻¹. The calculation puts the HOMO-LUMO gap at 0.341 hartree. As for the charge: 0. The value obtained for the LUMO energy is 0.62 eV. As for the SMILES: CN[C@H](C)[C@@](C)(O)C(=O)O. The HOMO energy is -8.67 eV.

Which of them is most stable? Easy: entry iv.